(1)
{
  "formula": "C7H14",
  "method": "ωB97M-V/def2-TZVPD",
  "lumo_ev": 0.96,
  "e_homo_ev": -8.7519,
  "relative_energy_ev": 2.632,
  "gap_ev": 9.715,
  "species": ["C", "C", "C", "C", "H", "H", "H", "H", "H", "H", "H", "H", "C", "C", "C", "H", "H", "H", "H", "H", "H"],
  "positions_angstrom": [[1.15, 1.67, 0.47], [0.10, 0.91, 0.84], [-1.32, 1.35, 0.62], [0.27, -0.08, 2.15], [2.17, 1.43, 0.75], [1.01, 2.50, -0.22], [-1.43, 1.82, -0.36], [-1.99, 0.49, 0.67], [-1.63, 2.06, 1.40], [-0.34, -0.99, 2.09], [1.33, -0.28, 2.34], [-0.11, 0.49, 2.99], [1.47, -1.18, -1.64], [0.28, -1.15, -1.05], [-1.02, -1.41, -1.73], [2.37, -0.96, -1.06], [1.59, -1.40, -2.69], [0.19, -0.82, 0.12], [-1.67, -2.04, -1.10], [-1.54, -0.47, -1.92], [-0.88, -1.93, -2.69]],
  "nbo_charge": [-0.418, 0.023, -0.663, -0.649, 0.197, 0.195, 0.220, 0.210, 0.226, 0.210, 0.219, 0.218, -0.431, -0.150, -0.659, 0.198, 0.193, 0.219, 0.213, 0.217, 0.212]
}

=====

(2)
{
  "formula": "C7H14Cl2",
  "method": "ωB97M-V/def2-TZVPD",
  "lumo_ev": -3.06,
  "e_homo_ev": -8.6911,
  "relative_energy_ev": 2.318,
  "gap_ev": 5.633,
  "species": ["Cl", "C", "C", "C", "C", "C", "C", "C", "H", "H", "H", "H", "H", "H", "H", "H", "H", "H", "H", "H", "H", "H", "Cl"],
  "positions_angstrom": [[7.60, 3.20, -0.24], [2.50, 6.38, 0.05], [3.49, 5.69, -0.91], [3.16, 4.26, -1.23], [3.45, 3.19, -0.22], [4.28, 2.01, -0.75], [2.38, 3.97, -2.35], [1.86, 2.74, -2.68], [2.78, 7.42, 0.20], [1.48, 6.37, -0.34], [2.47, 5.90, 1.04], [3.52, 6.24, -1.85], [4.50, 5.70, -0.47], [3.95, 3.67, 0.63], [2.50, 2.79, 0.17], [4.71, 1.45, 0.08], [3.70, 1.35, -1.40], [5.14, 2.40, -1.32], [2.15, 4.83, -3.00], [1.31, 2.64, -3.61], [2.00, 1.87, -2.03], [7.02, 3.86, -1.33], [6.10, 4.62, -2.53]],
  "nbo_charge": [-0.485, -0.591, -0.526, 0.571, -0.549, -0.602, -0.388, -0.095, 0.239, 0.206, 0.214, 0.243, 0.283, 0.245, 0.251, 0.241, 0.186, 0.274, 0.235, 0.221, 0.210, 0.277, -0.662]
}

=====

(3)
{
  "formula": "C7H14ClFN3O",
  "method": "ωB97M-V/def2-TZVPD",
  "lumo_ev": -3.51,
  "e_homo_ev": -12.8751,
  "relative_energy_ev": 0.000,
  "gap_ev": 9.369,
  "charge": 1,
  "species": ["C", "O", "C", "C", "C", "N", "Cl", "C", "N", "C", "F", "C", "N", "H", "H", "H", "H", "H", "H", "H", "H", "H", "H", "H", "H", "H", "H"],
  "positions_angstrom": [[1.10, 3.39, 0.84], [1.87, 2.37, 0.22], [1.13, 1.23, -0.11], [2.13, 0.22, -0.67], [1.77, -1.27, -0.55], [0.68, -1.55, 0.42], [1.15, -1.77, 2.03], [-0.59, -1.59, 0.12], [-1.59, -1.79, 1.00], [-2.81, -1.16, 0.43], [-3.06, -0.01, 1.16], [-2.40, -0.81, -1.00], [-1.03, -1.37, -1.17], [0.26, 2.97, 1.41], [1.75, 3.93, 1.53], [0.70, 4.09, 0.10], [0.37, 1.47, -0.87], [0.61, 0.85, 0.78], [3.09, 0.41, -0.20], [2.26, 0.42, -1.73], [1.46, -1.71, -1.50], [2.61, -1.85, -0.19], [-1.41, -1.49, 1.95], [-3.66, -1.83, 0.54], [-3.06, -1.21, -1.76], [-2.34, 0.28, -1.07], [-1.00, -2.21, -1.74]],
  "nbo_charge": [-0.252, -0.534, -0.051, -0.449, -0.213, -0.345, 0.245, 0.672, -0.569, 0.335, -0.329, -0.273, -0.611, 0.164, 0.207, 0.183, 0.170, 0.142, 0.247, 0.238, 0.231, 0.243, 0.436, 0.202, 0.245, 0.244, 0.424]
}

=====

(4)
{
  "formula": "C7H14ClN5S",
  "method": "ωB97M-V/def2-TZVPD",
  "lumo_ev": [-7.48, -11.51],
  "multiplicity": 3,
  "s2": 2.0088,
  "e_homo_ev": [-14.4990, -18.3002],
  "relative_energy_ev": 0.809,
  "gap_ev": [7.017, 6.787],
  "charge": 2,
  "species": ["C", "C", "C", "C", "C", "C", "C", "N", "N", "N", "N", "N", "S", "Cl", "H", "H", "H", "H", "H", "H", "H", "H", "H", "H", "H", "H", "H", "H"],
  "positions_angstrom": [[-3.60, 0.51, 0.06], [-2.62, -1.69, 0.14], [2.17, 0.62, -0.63], [0.73, 0.49, -1.28], [2.00, 0.49, 0.90], [-0.26, 1.50, -0.65], [0.89, 1.54, 1.35], [-2.82, 1.08, 0.88], [-0.39, 1.31, 0.75], [-3.54, -0.79, -0.42], [-1.77, -1.31, 1.08], [-2.62, -2.90, -0.34], [-1.55, 0.57, 1.66], [-5.00, 1.42, -0.50], [2.78, 0.01, -1.27], [2.64, 1.54, -0.75], [0.74, 0.77, -2.35], [0.29, -0.45, -1.03], [1.69, -0.46, 1.24], [2.93, 0.70, 1.49], [0.14, 2.48, -0.96], [-1.21, 1.44, -1.17], [0.81, 1.62, 2.40], [1.21, 2.47, 1.12], [-3.98, -1.11, -1.22], [-1.08, -1.97, 1.51], [-3.23, -3.14, -1.05], [-1.84, -3.46, 0.06]],
  "nbo_charge": [0.505, 0.657, -0.433, -0.351, -0.365, -0.268, -0.271, -0.752, -0.252, -0.600, -0.806, -0.708, 1.210, 0.161, 0.285, 0.232, 0.269, 0.201, 0.211, 0.282, 0.281, 0.239, 0.258, 0.255, 0.449, 0.437, 0.432, 0.443]
}

=====

(5)
{
  "formula": "C7H14ClOP",
  "method": "ωB97M-V/def2-TZVPD",
  "lumo_ev": 0.69,
  "e_homo_ev": -9.5404,
  "relative_energy_ev": 1.132,
  "gap_ev": 10.231,
  "species": ["C", "C", "C", "C", "C", "C", "C", "P", "O", "Cl", "H", "H", "H", "H", "H", "H", "H", "H", "H", "H", "H", "H", "H", "H"],
  "positions_angstrom": [[0.13, 1.92, -1.87], [0.05, 1.76, -0.56], [0.41, 2.80, 0.43], [-0.79, 0.51, 0.02], [0.01, -0.87, 0.12], [0.28, -1.47, -1.27], [1.14, -0.93, 1.21], [-1.19, -2.29, 0.85], [-0.83, -3.64, 0.44], [-1.19, -2.21, 2.79], [0.58, 2.84, -2.17], [0.09, 1.17, -2.62], [-0.56, 2.94, 0.94], [0.80, 3.80, -0.06], [1.21, 2.54, 1.09], [-1.61, 0.18, -0.54], [-1.13, 0.67, 1.09], [1.06, -0.77, -1.70], [-0.70, -1.44, -1.80], [0.67, -2.42, -1.26], [2.22, -0.72, 0.93], [1.10, -1.93, 1.43], [0.76, -0.47, 2.06], [-2.52, -1.95, 0.44]],
  "nbo_charge": [-0.411, 0.037, -0.647, -0.454, -0.205, -0.642, -0.641, 1.599, -1.083, -0.257, 0.190, 0.205, 0.221, 0.217, 0.225, 0.212, 0.209, 0.221, 0.209, 0.237, 0.226, 0.208, 0.215, -0.091]
}

=====

(6)
{
  "formula": "C7H14F2N4O8S2",
  "method": "ωB97M-V/def2-TZVPD",
  "lumo_ev": -1.06,
  "e_homo_ev": -9.4202,
  "gap_ev": 8.359,
  "species": ["N", "C", "C", "O", "C", "C", "N", "C", "O", "N", "O", "C", "C", "O", "H", "H", "H", "H", "H", "H", "H", "H", "H", "H", "H", "H", "H", "H", "N", "S", "O", "O", "F", "S", "O", "O", "F"],
  "positions_angstrom": [[-2.14, -2.16, 1.72], [-2.54, -0.84, 2.17], [-1.90, 0.25, 1.31], [-2.64, 1.45, 1.44], [-0.47, 0.40, 1.81], [0.45, 1.13, 0.91], [0.25, 1.64, -0.24], [1.49, 2.22, -0.77], [1.56, 1.98, -2.16], [2.25, 3.06, -2.81], [3.26, 2.70, -3.23], [2.49, 1.21, -0.13], [1.93, 1.34, 1.30], [2.29, 0.38, 2.23], [-2.62, -2.42, 0.88], [-2.35, -2.82, 2.46], [-3.63, -0.72, 2.18], [-2.21, -0.72, 3.21], [-1.88, -0.07, 0.28], [-2.93, 1.51, 2.36], [-0.06, -0.61, 1.88], [-0.43, 0.80, 2.82], [-0.65, 1.64, -0.71], [1.70, 3.23, -0.45], [3.54, 1.37, -0.29], [2.17, 0.22, -0.42], [2.10, 2.38, 1.60], [2.03, 0.71, 3.09], [-0.61, -2.73, -1.99], [-1.16, -1.57, -2.90], [-0.90, -1.68, -4.30], [-1.11, -0.24, -2.34], [-2.71, -1.91, -2.81], [0.96, -2.76, -1.89], [1.46, -3.97, -1.35], [1.58, -1.54, -1.45], [1.41, -2.86, -3.41]],
  "nbo_charge": [-0.833, -0.234, 0.071, -0.710, -0.525, 0.505, -0.446, 0.215, -0.407, 0.392, -0.183, -0.430, 0.038, -0.671, 0.378, 0.366, 0.185, 0.176, 0.213, 0.468, 0.313, 0.241, 0.473, 0.203, 0.243, 0.285, 0.185, 0.476, -1.206, 2.509, -0.909, -0.992, -0.504, 2.526, -0.922, -0.990, -0.498]
}

=====

(7)
{
  "formula": "C7H14F3N2O3PdS2",
  "method": "ωB97M-V/def2-TZVPD",
  "lumo_ev": [-2.70, -4.95],
  "multiplicity": 3,
  "s2": 2.0060,
  "e_homo_ev": [-12.5533, -13.9228],
  "gap_ev": [9.852, 8.974],
  "charge": 1,
  "species": ["Pd", "C", "C", "N", "C", "C", "S", "C", "C", "N", "H", "H", "H", "H", "H", "H", "H", "H", "H", "H", "H", "H", "H", "H", "F", "C", "F", "F", "S", "O", "O", "O"],
  "positions_angstrom": [[0.35, 0.31, 0.80], [0.00, -1.42, -1.64], [-0.78, -2.08, -0.51], [-1.33, -1.07, 0.43], [-2.55, -0.36, 0.02], [-2.35, 0.78, -0.97], [-0.90, 1.84, -0.64], [0.12, 1.60, -2.14], [1.32, 0.67, -1.96], [1.01, -0.49, -1.10], [0.47, -2.19, -2.26], [-0.66, -0.86, -2.29], [-1.56, -2.72, -0.91], [-0.10, -2.71, 0.07], [-1.50, -1.52, 1.32], [-3.27, -1.06, -0.42], [-3.00, 0.03, 0.93], [-2.26, 0.43, -2.00], [-3.22, 1.43, -0.93], [-0.55, 1.27, -2.93], [0.48, 2.59, -2.43], [1.67, 0.36, -2.95], [2.14, 1.20, -1.47], [1.87, -0.97, -0.87], [1.91, 2.24, 3.98], [1.38, 1.07, 3.71], [0.16, 1.29, 3.12], [1.17, 0.38, 4.82], [2.41, 0.12, 2.53], [3.64, -0.17, 3.17], [2.43, 1.03, 1.35], [1.52, -1.02, 2.19]],
  "nbo_charge": [1.062, -0.251, -0.246, -0.623, -0.246, -0.544, 0.327, -0.543, -0.250, -0.595, 0.235, 0.201, 0.220, 0.234, 0.417, 0.219, 0.230, 0.228, 0.264, 0.234, 0.270, 0.222, 0.245, 0.419, -0.281, 0.705, -0.350, -0.283, 2.301, -0.855, -0.983, -0.985]
}

=====

(8)
{
  "formula": "C7H14F3O4PtS",
  "method": "ωB97M-V/def2-TZVPD",
  "lumo_ev": [-4.65, -5.13],
  "multiplicity": 3,
  "s2": 2.0555,
  "e_homo_ev": [-11.1308, -12.2598],
  "gap_ev": [6.476, 7.129],
  "charge": 1,
  "species": ["S", "O", "C", "F", "F", "F", "C", "O", "C", "C", "O", "C", "C", "O", "C", "Pt", "H", "H", "H", "H", "H", "H", "H", "H", "H", "H", "H", "H", "H", "H"],
  "positions_angstrom": [[0.80, -2.68, -0.41], [0.24, -2.06, 0.86], [-0.14, -4.01, -1.26], [-1.44, -3.97, -1.05], [0.01, -4.19, -2.55], [0.38, -5.07, -0.64], [0.73, 2.59, -1.06], [0.48, 1.16, -0.97], [1.21, 0.61, -2.03], [-0.76, 0.16, -2.49], [-0.03, -1.36, -1.55], [-2.02, 0.62, 1.26], [-1.08, 1.00, 2.37], [0.24, 0.49, 2.04], [1.18, 0.56, 3.08], [-0.25, -0.24, 0.36], [0.41, 3.05, -0.12], [1.80, 2.85, -1.03], [0.42, 3.17, -1.94], [1.84, -0.19, -2.46], [1.96, 1.22, -2.55], [-0.67, -0.26, -3.51], [-1.76, 0.61, -2.54], [-2.95, 0.06, 1.06], [-2.64, 1.53, 1.21], [-1.38, 0.58, 3.35], [-0.96, 2.09, 2.52], [2.19, 0.49, 2.66], [1.13, 1.49, 3.67], [1.05, -0.31, 3.74]],
  "nbo_charge": [1.201, -0.871, 0.786, -0.293, -0.280, -0.309, -0.273, -0.580, -0.040, -0.139, -0.943, -0.670, -0.110, -0.524, -0.259, 1.278, 0.209, 0.200, 0.223, 0.261, 0.199, 0.168, 0.211, 0.266, 0.224, 0.211, 0.205, 0.218, 0.218, 0.210]
}

=====

(9)
{
  "formula": "C7H14F9FeN2O11S2",
  "method": "ωB97M-V/def2-TZVPD",
  "lumo_ev": [-1.04, -2.62],
  "multiplicity": 6,
  "s2": 8.7622,
  "e_homo_ev": [-9.8504, -9.2739],
  "relative_energy_ev": 3.847,
  "gap_ev": [8.810, 6.656],
  "species": ["Fe", "C", "F", "F", "F", "S", "O", "O", "O", "C", "F", "F", "F", "S", "O", "O", "O", "C", "O", "O", "C", "F", "F", "F", "C", "C", "H", "H", "H", "H", "H", "H", "O", "H", "H", "O", "H", "H", "C", "O", "N", "N", "H", "H", "H", "H"],
  "positions_angstrom": [[1.06, 1.31, 0.10], [-2.29, 3.74, -1.84], [-3.02, 2.61, -2.01], [-1.38, 3.86, -2.83], [-3.16, 4.74, -1.93], [-1.34, 3.63, -0.16], [-0.82, 4.95, 0.13], [-2.34, 3.20, 0.86], [-0.36, 2.56, -0.36], [-1.47, -0.84, -2.78], [-1.83, -1.40, -3.95], [-2.15, 0.20, -2.47], [-1.56, -1.78, -1.81], [0.41, -0.32, -2.91], [0.70, 0.26, -1.56], [1.16, -1.59, -3.17], [0.56, 0.67, -3.95], [-1.24, -0.63, 1.85], [-1.16, -1.86, 1.12], [-0.33, 0.23, 1.23], [-2.68, -0.10, 2.28], [-3.09, -0.82, 3.33], [-2.55, 1.05, 2.76], [-3.73, 0.03, 1.41], [-1.04, -3.11, 1.82], [-1.13, -4.27, 0.80], [-1.13, -5.20, 1.38], [-2.03, -4.38, 0.18], [-0.25, -4.36, 0.17], [-1.79, -3.31, 2.59], [-0.06, -3.23, 2.29], [-0.85, -0.87, 2.84], [1.58, 2.37, 1.78], [1.29, 2.72, 2.62], [2.48, 2.68, 1.68], [2.26, 2.35, -1.04], [3.15, 2.68, -1.00], [1.79, 2.97, -1.60], [3.28, -0.94, 0.28], [2.63, 0.09, 0.36], [4.34, -1.13, 0.93], [3.04, -1.83, -0.53], [4.49, -0.60, 1.78], [4.92, -1.95, 0.84], [2.22, -1.65, -1.10], [3.44, -2.75, -0.38]],
  "nbo_charge": [1.845, 0.755, -0.316, -0.322, -0.299, 2.291, -0.942, -0.938, -1.058, 0.783, -0.310, -0.283, -0.316, 2.268, -1.075, -0.969, -0.939, 0.322, -0.540, -0.702, 0.939, -0.340, -0.293, -0.322, -0.063, -0.617, 0.203, 0.225, 0.204, 0.178, 0.156, 0.155, -0.939, 0.536, 0.494, -0.939, 0.515, 0.532, 0.782, -0.782, -0.780, -0.753, 0.402, 0.399, 0.453, 0.398]
}

=====

Number 1: molar mass 98.19 g/mol, DFT total energy -7483.6624 eV. Number 2: molar mass 169.10 g/mol, DFT total energy -32528.9234 eV. Number 3: molar mass 210.66 g/mol, DFT total energy -29235.8218 eV. Number 4: molar mass 235.74 g/mol, DFT total energy -38272.3323 eV. Number 5: molar mass 180.62 g/mol, DFT total energy -31343.9578 eV. Number 6: molar mass 384.34 g/mol, DFT total energy -56926.6631 eV. Number 7: molar mass 401.75 g/mol, DFT total energy -49905.0172 eV. Number 8: molar mass 446.32 g/mol, DFT total energy -37886.3025 eV. Number 9: molar mass 593.15 g/mol, DFT total energy -113502.7325 eV.